Entry 1:
Here is C50H92BFN6O3PSe2SiTa as an isolated structure from OMol25. Energies are from the ωB97M-V functional and the def2-TZVPD basis.

Values from the calculation:
Highest occupied orbital energy, eV: -6.870
LUMO energy, eV: -0.35

```
! RIJCOSX wB97M-V def2-TZVPD def2/J DEFGRID3
* xyz 0 1
Ta -0.19 -0.26 -0.46
C 4.37 -2.05 2.34
C 2.99 -2.15 1.78
C 2.11 -3.18 2.02
C 0.92 -2.89 1.33
N 1.08 -1.70 0.70
N 2.35 -1.27 1.00
B 2.95 0.06 0.56
N 2.34 1.28 1.24
N 1.05 1.66 1.08
C 0.93 2.85 1.72
C 2.16 3.19 2.29
C 3.03 2.18 1.97
C 4.48 2.11 2.34
C -0.22 3.85 1.70
C -1.58 3.24 1.42
C 0.11 4.89 0.61
C -0.31 4.60 3.04
N 2.99 0.18 -0.95
N 1.90 0.30 -1.77
C 2.40 0.53 -3.02
C 3.79 0.57 -2.95
C 4.13 0.33 -1.65
C 5.51 0.22 -1.10
C 1.75 0.74 -4.40
C 2.66 0.14 -5.49
C 0.39 0.10 -4.57
C 1.68 2.26 -4.68
C -0.21 -3.93 1.51
C -0.52 -3.94 3.01
C -1.50 -3.69 0.73
C 0.29 -5.36 1.22
H 4.61 -3.01 2.81
H 5.12 -1.84 1.59
H 4.43 -1.28 3.11
H 2.31 -4.04 2.62
H 4.07 0.07 0.91
H 2.40 4.08 2.85
H 4.72 3.00 2.92
H 4.71 1.24 2.94
H 5.13 2.10 1.46
H -1.58 2.69 0.49
H -1.87 2.56 2.22
H -2.33 4.03 1.36
H 0.20 4.41 -0.36
H -0.68 5.64 0.57
H 1.05 5.39 0.83
H -0.53 3.94 3.87
H 0.61 5.14 3.27
H -1.11 5.34 2.97
H 4.48 0.73 -3.76
H 6.22 0.32 -1.92
H 5.73 0.99 -0.37
H 5.68 -0.75 -0.63
H 2.93 -0.89 -5.27
H 2.13 0.16 -6.44
H 3.58 0.71 -5.61
H 0.49 -0.98 -4.68
H -0.27 0.30 -3.74
H -0.07 0.47 -5.49
H 2.67 2.70 -4.61
H 1.31 2.41 -5.70
H 1.02 2.76 -3.98
H -0.75 -2.95 3.37
H -1.38 -4.60 3.20
H 0.32 -4.31 3.59
H -2.07 -2.88 1.16
H -1.32 -3.42 -0.31
H -2.10 -4.60 0.74
H 1.24 -5.57 1.70
H -0.45 -6.05 1.63
H 0.39 -5.59 0.16
O -5.25 2.59 -3.47
C -3.98 3.17 -3.21
C -3.15 2.26 -2.29
C -3.94 2.00 -1.00
O -5.03 1.11 -1.17
C -2.81 0.98 -3.04
Se -2.30 -0.62 -2.04
C -1.88 3.05 -1.98
Se -0.17 2.11 -1.70
H -5.77 3.19 -4.01
H -4.10 4.14 -2.72
H -3.44 3.32 -4.15
H -4.30 2.97 -0.62
H -3.29 1.56 -0.26
H -5.53 1.42 -1.94
H -2.00 1.18 -3.74
H -3.67 0.62 -3.60
H -2.05 3.72 -1.14
H -1.62 3.66 -2.85
F -1.54 0.58 0.53
O -1.52 -1.37 2.12
P -2.18 -0.72 3.32
C -3.62 0.30 2.79
C -4.60 0.81 3.87
C -5.85 -0.05 4.07
C -6.60 -0.33 2.75
C -5.79 0.10 1.53
C -4.36 -0.40 1.62
C -2.70 -1.97 4.56
C -3.02 -1.49 5.99
C -2.97 -2.69 6.95
C -3.52 -3.98 6.31
C -4.52 -3.64 5.21
C -3.82 -2.91 4.05
C -0.91 0.33 4.09
C 0.22 -0.59 4.58
C 1.48 0.21 4.94
C 1.15 1.51 5.70
C -0.26 1.47 6.28
C -1.32 1.35 5.18
H -3.11 1.17 2.38
H -4.93 1.81 3.57
H -4.11 0.94 4.83
H -6.51 0.46 4.77
H -5.58 -0.99 4.55
H -7.57 0.17 2.75
H -6.80 -1.40 2.67
H -5.80 1.19 1.43
H -6.25 -0.28 0.62
H -3.83 -0.22 0.69
H -4.37 -1.48 1.74
H -1.79 -2.57 4.64
H -4.01 -1.03 6.01
H -2.31 -0.75 6.33
H -3.55 -2.45 7.85
H -1.94 -2.85 7.27
H -3.97 -4.61 7.07
H -2.70 -4.55 5.87
H -5.31 -3.01 5.63
H -5.00 -4.54 4.84
H -4.56 -2.36 3.48
H -3.39 -3.65 3.38
H -0.51 0.86 3.22
H 0.47 -1.31 3.80
H -0.11 -1.15 5.46
H 2.01 0.46 4.02
H 2.14 -0.42 5.53
H 1.23 2.35 5.02
H 1.87 1.67 6.50
H -0.45 2.37 6.87
H -0.35 0.63 6.97
H -1.47 2.33 4.71
H -2.27 1.10 5.63
C 2.00 -2.55 -3.00
Si 0.33 -2.67 -2.13
C 0.65 -4.41 -1.48
C -0.96 -3.09 -3.45
H 2.03 -3.36 -3.74
H 2.80 -2.72 -2.27
H 2.23 -1.63 -3.51
H 1.01 -4.97 -2.35
H -0.20 -4.94 -1.08
H 1.46 -4.38 -0.75
H -0.59 -3.97 -4.01
H -1.18 -2.30 -4.16
H -1.91 -3.37 -2.99
*
```

Löwdin atomic charge list, values in e, 99 entries:
1 Ta 1.400
2 C -0.001
3 C -0.239
4 C 0.010
5 C -0.208
6 N -0.048
7 N 0.041
8 B -0.585
9 N 0.018
10 N 0.062
11 C -0.228
12 C 0.007
13 C -0.268
14 C -0.010
15 C -0.519
16 C -0.065
17 C -0.048
18 C -0.043
19 N 0.033
20 N -0.055
21 C -0.254
22 C 0.014
23 C -0.246
24 C -0.006
25 C -0.530
26 C -0.057
27 C -0.077
28 C -0.057
29 C -0.475
30 C -0.056
31 C -0.062
32 C -0.068
33 H 0.086
34 H 0.074
35 H 0.080
36 H 0.113
37 H 0.102
38 H 0.111
39 H 0.084
40 H 0.075
41 H 0.068
42 H 0.001
43 H 0.059
44 H 0.101
45 H 0.025
46 H 0.088
47 H 0.086
48 H 0.061
49 H 0.075
50 H 0.090
51 H 0.114
52 H 0.086
53 H 0.068
54 H 0.081
55 H 0.082
56 H 0.090
57 H 0.074
58 H 0.064
59 H -0.026
60 H 0.099
61 H 0.086
62 H 0.087
63 H 0.016
64 H 0.021
65 H 0.090
66 H 0.089
67 H 0.045
68 H 0.013
69 H 0.100
70 H 0.078
71 H 0.092
72 H 0.029
73 O -0.056
74 C -0.199
75 C -0.550
76 C -0.235
77 O -0.071
78 C -0.484
79 Se 0.723
80 C -0.446
81 Se 0.800
82 H 0.101
83 H 0.132
84 H 0.130
85 H 0.137
86 H 0.075
87 H 0.076
88 H 0.043
89 H 0.070
90 H 0.052
91 H 0.066
92 F -0.516
93 O -0.391
94 P 0.849
95 C -0.306
96 C -0.169
97 C -0.184
98 C -0.182
99 C -0.201

***

Entry 2:
Here is a 10-piece molecular cluster, C50H95F15O25 overall from OMol25. Energies are from the ωB97M-V functional and the def2-TZVPD basis.

Values from the calculation:
Highest occupied orbital energy, eV: -9.128
LUMO energy, eV: 0.36
Energy relative to the best compared isomer or geometry (same formula, charge and spin), eV: 2.192
Structure (SMILES): CCOC(=O)C(F)(F)F.CCOC(=O)C(F)(F)F.CCOC(=O)C(F)(F)F.CCOC(=O)C(F)(F)F.CCOC(=O)C(F)(F)F.COCCOCCOC.COCCOCCOC.COCCOCCOC.COCCOCCOC.COCCOCCOC

```
! RIJCOSX wB97M-V def2-TZVPD def2/J DEFGRID3
* xyz 0 1
C -24.22 2.09 3.95
C -25.53 2.47 4.58
O -25.33 3.73 5.34
C -26.28 4.16 6.09
O -27.39 3.68 6.23
C -25.83 5.47 6.80
F -26.83 6.16 7.39
F -25.07 5.17 7.86
F -25.15 6.32 6.00
H -23.54 1.91 4.74
H -23.79 2.82 3.19
H -24.43 1.16 3.42
H -25.81 1.70 5.33
H -26.33 2.65 3.85
C -24.18 1.27 9.20
C -25.46 1.43 9.94
O -25.13 2.19 11.10
C -25.77 1.93 12.22
O -26.63 1.08 12.32
C -25.19 2.79 13.37
F -25.49 4.07 13.25
F -25.60 2.37 14.55
F -23.78 2.74 13.42
H -23.75 2.24 9.14
H -24.39 1.00 8.18
H -23.53 0.54 9.64
H -25.86 0.47 10.28
H -26.10 1.92 9.27
C -28.13 -7.37 9.75
C -27.53 -6.11 9.09
O -26.82 -5.30 10.05
C -26.44 -4.11 9.52
O -26.42 -3.81 8.38
C -26.04 -3.16 10.66
F -26.54 -3.54 11.84
F -24.70 -3.18 10.78
F -26.35 -1.94 10.39
H -28.94 -7.01 10.43
H -27.33 -7.75 10.35
H -28.56 -8.14 9.09
H -28.31 -5.54 8.64
H -26.92 -6.35 8.20
C -31.27 1.02 4.37
C -29.79 0.91 4.20
O -29.05 1.00 5.46
C -29.10 -0.03 6.33
O -29.68 -1.08 6.24
C -28.49 0.40 7.64
F -28.82 1.61 7.97
F -28.89 -0.40 8.62
F -27.16 0.38 7.58
H -31.65 1.94 4.91
H -31.72 0.23 4.97
H -31.74 0.99 3.36
H -29.43 1.71 3.57
H -29.68 -0.10 3.82
C -29.24 -1.97 13.19
C -29.62 -0.96 12.11
O -29.62 0.26 12.85
C -29.63 1.37 12.15
O -29.73 1.36 10.93
C -29.48 2.60 13.13
F -29.37 3.80 12.61
F -30.58 2.68 13.91
F -28.51 2.31 14.03
H -28.25 -1.73 13.46
H -29.31 -3.05 12.88
H -29.92 -1.76 14.01
H -30.57 -1.27 11.58
H -28.88 -0.94 11.31
C -34.51 4.13 6.05
O -34.16 2.76 5.91
C -34.55 1.96 7.07
C -33.30 1.70 7.97
O -32.84 2.93 8.53
C -31.43 3.11 8.67
C -31.07 4.42 9.33
O -31.67 4.54 10.60
C -31.31 5.76 11.30
H -33.87 4.70 6.66
H -35.56 4.14 6.37
H -34.41 4.65 5.08
H -34.79 0.95 6.66
H -35.39 2.41 7.64
H -32.55 1.10 7.46
H -33.69 1.05 8.82
H -30.98 3.09 7.70
H -31.12 2.28 9.29
H -31.33 5.30 8.74
H -29.96 4.31 9.37
H -30.22 5.80 11.60
H -31.91 5.60 12.19
H -31.48 6.69 10.76
C -35.50 -0.85 2.40
O -34.79 0.42 2.20
C -35.26 1.49 3.05
C -34.37 2.68 2.89
O -34.61 3.28 1.66
C -33.70 4.12 1.01
C -33.58 3.54 -0.41
O -32.87 4.45 -1.28
C -32.63 3.86 -2.57
H -36.58 -0.66 2.21
H -35.41 -1.19 3.44
H -35.12 -1.55 1.70
H -35.25 1.22 4.08
H -36.27 1.69 2.76
H -33.34 2.41 2.90
H -34.52 3.35 3.71
H -32.72 4.15 1.50
H -34.09 5.14 1.00
H -34.55 3.29 -0.83
H -33.07 2.57 -0.40
H -33.48 3.89 -3.19
H -32.40 2.84 -2.48
H -31.78 4.36 -2.98
C -27.02 -2.67 1.48
O -26.53 -2.01 2.65
C -27.02 -2.62 3.79
C -26.66 -1.71 4.89
O -25.29 -1.49 4.99
C -24.70 -2.55 5.69
C -23.20 -2.37 5.86
O -22.63 -3.49 6.47
C -21.32 -3.25 7.03
H -26.99 -3.76 1.63
H -26.36 -2.38 0.72
H -27.99 -2.37 1.18
H -26.53 -3.56 3.89
H -28.15 -2.73 3.74
H -27.05 -2.12 5.84
H -27.22 -0.77 4.89
H -25.01 -3.47 5.25
H -25.22 -2.62 6.70
H -23.03 -1.41 6.43
H -22.81 -2.31 4.85
H -21.19 -4.02 7.73
H -21.17 -2.24 7.40
H -20.61 -3.38 6.20
C -32.92 -1.87 6.92
O -32.49 -3.20 7.27
C -31.69 -3.97 6.38
C -32.39 -4.42 5.19
O -32.72 -3.37 4.29
C -31.60 -2.81 3.60
C -32.25 -1.82 2.58
O -31.13 -1.14 1.89
C -31.66 -0.36 0.83
H -33.39 -1.85 5.96
H -32.10 -1.10 6.79
H -33.56 -1.51 7.75
H -31.33 -4.75 7.00
H -30.75 -3.36 6.25
H -33.32 -4.80 5.56
H -31.84 -5.29 4.84
H -31.05 -3.58 3.05
H -30.87 -2.39 4.34
H -33.00 -1.06 3.07
H -32.89 -2.35 1.86
H -32.51 0.32 1.15
H -32.09 -0.95 0.01
H -30.80 0.19 0.52
C -32.52 6.99 4.13
O -32.26 6.54 5.47
C -30.94 6.00 5.69
C -30.78 4.57 5.25
O -30.54 4.53 3.82
C -29.20 4.96 3.50
C -28.81 4.45 2.12
O -28.39 3.14 2.27
C -27.67 2.60 1.11
H -32.44 6.18 3.48
H -31.89 7.87 3.90
H -33.54 7.30 4.19
H -30.80 5.92 6.80
H -30.19 6.71 5.22
H -31.64 3.98 5.57
H -29.95 4.14 5.85
H -28.43 4.59 4.23
H -29.14 6.05 3.52
H -27.95 5.16 1.79
H -29.64 4.64 1.45
H -27.66 1.53 1.36
H -26.71 3.13 1.02
H -28.28 2.68 0.18
*
```

Löwdin atomic charge list, values in e, 99 entries:
1 C -0.053
2 C -0.142
3 O 0.046
4 C -0.413
5 O 0.128
6 C -0.505
7 F 0.148
8 F 0.153
9 F 0.151
10 H 0.061
11 H 0.104
12 H 0.087
13 H 0.127
14 H 0.119
15 C -0.038
16 C -0.186
17 O 0.056
18 C -0.353
19 O 0.142
20 C -0.507
21 F 0.188
22 F 0.189
23 F 0.092
24 H 0.077
25 H 0.069
26 H 0.081
27 H 0.111
28 H 0.101
29 C -0.051
30 C -0.217
31 O 0.036
32 C -0.376
33 O 0.186
34 C -0.575
35 F 0.170
36 F 0.154
37 F 0.213
38 H 0.085
39 H 0.070
40 H 0.085
41 H 0.105
42 H 0.136
43 C -0.046
44 C -0.152
45 O 0.030
46 C -0.397
47 O 0.149
48 C -0.595
49 F 0.193
50 F 0.187
51 F 0.166
52 H 0.084
53 H 0.064
54 H 0.079
55 H 0.107
56 H 0.114
57 C -0.057
58 C -0.208
59 O 0.026
60 C -0.352
61 O 0.122
62 C -0.509
63 F 0.191
64 F 0.143
65 F 0.143
66 H 0.061
67 H 0.097
68 H 0.080
69 H 0.152
70 H 0.101
71 C -0.097
72 O -0.227
73 C -0.140
74 C -0.177
75 O -0.133
76 C -0.178
77 C -0.212
78 O -0.175
79 C -0.080
80 H 0.062
81 H 0.096
82 H 0.080
83 H 0.115
84 H 0.132
85 H 0.098
86 H 0.137
87 H 0.097
88 H 0.099
89 H 0.109
90 H 0.141
91 H 0.085
92 H 0.085
93 H 0.082
94 C -0.073
95 O -0.218
96 C -0.157
97 C -0.186
98 O -0.128
99 C -0.165

***

Results for strongest force on any atom: 0.060 0.082 (in hartree/bohr, following the order of the records).
Results for energy: -8130.2715 -5340.7917 (in hartree, following the order of the records).